[1]
Molecular formula: C5H8N3OS
Method: DFT, ωB97M-V/def2-TZVPD

Relative energy (zero: lowest compared OMol25 entry of this formula, charge and spin) in kJ/mol: 548.8
Electronic energy in eV: -22655.0540
Charge: +1
Max |F| in Eh/bohr: 0.1731
Highest occupied orbital energy in Ha: -0.491
Kohn-Sham gap in eV: 7.71

```
18
Properties=species:S:1:pos:R:3:mulliken_charge:R:1
H 2.07 1.46 -1.52 0.343
N -0.21 -1.15 3.11 -0.349
C -1.56 -2.39 1.67 -0.970
H -2.40 -2.44 2.33 0.311
C 0.10 0.64 0.54 0.834
S 1.01 -0.29 3.81 0.220
N 1.24 0.85 2.68 0.153
H 0.73 1.98 -2.17 0.377
H 0.69 0.35 -1.64 0.407
C 1.03 1.34 -1.44 -1.222
C -0.67 -1.22 1.92 0.481
N -0.42 -0.37 0.95 -0.124
H -1.95 -2.17 0.69 0.325
H -0.20 2.70 -0.13 0.317
H -1.17 -3.50 1.74 0.263
O 2.08 1.73 2.73 -0.451
C 0.57 1.85 -0.04 -0.259
H 1.31 2.35 0.54 0.345
```

***

[2]
Molecular formula: C5H8N4O2
Method: DFT, ωB97M-V/def2-TZVPD

Relative energy (zero: lowest compared OMol25 entry of this formula, charge and spin) in kJ/mol: 311.8
Electronic energy in eV: -15367.9878
Charge: 0
Max |F| in Eh/bohr: 0.1181
Highest occupied orbital energy in Ha: -0.342
Kohn-Sham gap in eV: 10.08

```
19
Properties=species:S:1:pos:R:3:mulliken_charge:R:1
H 3.39 -0.33 -1.40 0.307
C -1.34 1.79 0.12 -0.324
N -0.66 -0.76 -0.42 -0.616
N -2.77 -1.58 -0.16 -0.428
C -1.94 -0.49 -0.11 0.741
H -3.40 1.10 0.18 0.260
N 3.10 -1.14 -0.71 -0.653
H -1.63 2.76 0.19 0.532
C 0.20 0.20 -0.09 0.451
O 2.40 1.14 -0.14 -0.570
H 2.62 -1.85 -1.21 0.262
H 1.87 1.73 0.31 0.379
C 1.90 -0.14 0.06 0.408
N -0.08 1.45 0.13 -0.531
H -3.61 -1.71 0.30 0.198
H -2.27 -2.45 -0.46 0.262
C -2.29 0.87 0.13 -0.461
H 2.67 -0.19 1.87 0.345
O 1.85 -0.38 1.41 -0.562
```